1.
Density functional theory data (ωB97M-V with the def2-TZVPD basis set) for a molecular structure, C24H19AsN4S5SeW.

```
! RIJCOSX wB97M-V def2-TZVPD def2/J DEFGRID3
* xyz -2 1
W -1.296 -0.189 0.276
N 0.830 1.119 1.079
C 0.946 1.048 2.486
C 2.041 0.456 3.101
C 2.051 0.276 4.477
C 0.963 0.687 5.237
C -0.119 1.297 4.613
C -0.133 1.500 3.238
C -1.244 2.185 2.539
C -1.672 3.380 3.135
C -2.675 4.146 2.581
C -3.240 3.711 1.387
C -2.816 2.533 0.800
C -1.821 1.708 1.350
H 1.670 0.791 0.624
H 0.553 2.024 0.720
H 2.859 0.089 2.491
H 2.896 -0.214 4.949
H 0.941 0.506 6.306
H -0.996 1.584 5.181
H -1.189 3.700 4.053
H -3.001 5.063 3.059
H -4.022 4.291 0.906
H -3.278 2.235 -0.127
N 1.560 -1.821 -3.180
C 2.715 -1.030 -3.313
C 3.220 -0.715 -4.564
C 4.382 0.041 -4.677
C 5.024 0.506 -3.542
C 4.502 0.206 -2.287
C 3.368 -0.580 -2.167
S 2.750 -1.113 -0.609
N 1.094 -1.230 -0.955
C 0.732 -1.666 -2.076
C -0.688 -2.186 -2.212
C -1.141 -2.748 -3.387
C -2.320 -3.491 -3.360
C -2.952 -3.668 -2.157
C -2.487 -2.966 -1.044
N -1.404 -2.196 -1.089
H 1.089 -2.024 -4.043
H 2.702 -1.061 -5.452
H 4.770 0.278 -5.660
H 5.920 1.107 -3.626
H 4.984 0.574 -1.388
H -0.623 -2.601 -4.325
H -2.718 -3.919 -4.273
H -3.839 -4.279 -2.055
H -3.005 -3.024 -0.086
S -3.970 0.318 3.376
As -3.179 -0.934 1.860
S -0.347 -1.610 1.786
S -3.642 -0.328 -0.301
S -3.869 -2.957 2.036
Se -0.876 1.192 -1.690
*
```

Calculated values
E_HOMO (alpha / beta) = -0.6 / -0.6 eV
E_tot = -213346.2556 eV
HOMO-LUMO gap (alpha / beta) = 4.516 / 4.514 eV


2.
Density functional theory data (ωB97M-V with the def2-TZVPD basis set) for a molecular structure, C24H19BF4N6OPt.

```
! RIJCOSX wB97M-V def2-TZVPD def2/J DEFGRID3
* xyz 0 1
Pt -0.234 1.365 -2.483
O -4.018 0.160 -2.795
C -2.953 0.675 -2.480
N -1.850 0.705 -3.260
C -1.717 -0.053 -4.482
C -0.326 0.154 -5.034
C 0.044 -0.249 -6.302
C 1.330 -0.007 -6.759
C 2.220 0.649 -5.920
C 1.805 1.020 -4.660
N 0.564 0.774 -4.219
C -2.698 1.352 -1.173
C -3.659 1.449 -0.182
C -3.345 2.063 1.015
C -2.075 2.613 1.176
C -1.160 2.492 0.153
N -1.456 1.868 -0.988
H -2.474 0.263 -5.206
H -1.899 -1.119 -4.291
H -0.678 -0.746 -6.936
H 1.628 -0.316 -7.751
H 3.223 0.884 -6.246
H 2.467 1.538 -3.978
H -4.637 1.035 -0.386
H -4.071 2.130 1.812
H -1.802 3.125 2.087
H -0.155 2.889 0.231
N 1.651 -1.748 4.002
C 1.252 -2.236 5.222
C 1.942 -2.636 6.359
C 1.188 -3.097 7.420
C -0.210 -3.171 7.348
C -0.896 -2.795 6.212
C -0.153 -2.326 5.128
N -0.567 -1.929 3.881
C 0.520 -1.592 3.236
C 0.542 -1.137 1.856
C 1.611 -0.439 1.297
C 1.549 -0.049 -0.029
N 0.514 -0.329 -0.820
C -0.513 -1.006 -0.291
C -0.549 -1.406 1.024
H 2.594 -1.578 3.703
H 3.023 -2.605 6.411
H 1.687 -3.419 8.324
H -0.756 -3.551 8.202
H -1.972 -2.868 6.143
H 2.479 -0.170 1.885
H 2.359 0.517 -0.469
H -1.331 -1.243 -0.964
H -1.404 -1.931 1.426
F 3.636 2.972 -2.484
B 2.746 3.264 -1.471
F 3.170 2.817 -0.238
F 2.306 4.558 -1.467
F 1.512 2.414 -1.788
*
```

Calculated values
E_HOMO = -7.8 eV
E_tot = -50985.7488 eV
HOMO-LUMO gap = 7.338 eV
energy above the lowest of the compared OMol25 structures with the same formula, charge and spin = 86.49 kJ/mol